Entry 1:
Density functional theory data (ωB97M-V with the def2-TZVPD basis set) for a structure of composition C32H58B2BrCaClF11N4O8SSi in a non-equilibrium geometry.

Last column: Löwdin charge in e.
Geometry (Å):
C  -4.07300  2.16998  1.54875  0.095
C  -4.65741  1.18686  1.18058  -0.126
C  -5.26122  -0.13744  0.97879  -0.175
C  -4.64621  -0.89881  -0.19768  -0.138
C  -3.08505  -0.96717  -0.15589  -0.124
C  -2.55126  -2.39078  -0.29497  -0.117
N  -1.33863  -2.61018  -1.19538  0.031
C  -1.69091  -2.79551  -2.64492  -0.080
C  -2.81361  -1.97810  -3.26867  -0.202
C  -3.94543  -2.87978  -3.67581  -0.225
F  -3.63742  -4.04596  -4.27019  0.080
C  -5.22724  -2.54677  -3.47276  -0.304
F  -5.58904  -1.27810  -3.56259  0.157
F  -6.18934  -3.36131  -3.13368  0.192
C  -0.07929  -1.85360  -0.80418  -0.287
C  1.03690  -2.52462  -1.66640  -0.148
C  2.50196  -2.33201  -1.37675  -0.375
O  3.20034  -3.12901  -2.37929  -0.225
Si  4.87226  -3.27514  -1.91443  0.469
C  5.80198  -3.70169  -3.48491  -0.139
C  5.61186  -1.64763  -1.29223  -0.211
C  5.22236  -4.62078  -0.66503  -0.124
S  -0.03567  -0.03543  -1.19661  0.883
O  1.35446  0.46661  -1.24781  -0.377
O  -0.71041  0.76587  -0.22229  -0.231
C  -0.69492  0.50163  -2.88974  -0.666
F  0.00508  1.63259  -3.09616  0.135
F  -1.94725  0.83669  -2.81851  0.224
F  -0.38783  -0.33899  -3.83822  0.122
C  0.13162  -2.18373  0.72503  -0.531
Br  1.05725  -3.93802  0.96988  1.044
B  1.10377  -1.12666  1.53246  -0.641
O  0.51315  -0.26769  2.39475  0.216
N  2.56194  -1.10567  1.39298  -0.109
C  3.27195  -1.87528  2.46988  -0.051
C  3.00033  0.30783  1.49834  -0.092
O  -1.01441  -2.24255  1.50367  -0.046
C  -2.17672  -2.96471  1.07295  -0.420
C  -3.20901  -2.59459  2.14566  -0.139
O  -4.45376  -3.03694  1.77474  -0.160
C  -5.04735  -4.10885  2.49580  -0.043
O  -2.03729  -4.36618  1.09116  -0.059
N  -2.91952  -5.09763  0.14837  0.078
O  -2.36495  -6.02137  -0.25077  0.160
H  -3.67859  3.03777  2.01886  0.012
H  -6.30971  0.04025  0.71975  0.125
H  -5.28982  -0.70742  1.90453  0.122
H  -5.08940  -1.89442  -0.19845  0.118
H  -4.96275  -0.41373  -1.12141  0.118
H  -2.70726  -0.43077  0.70975  0.096
H  -2.78282  -0.35791  -1.00571  0.079
H  -3.35963  -2.95187  -0.76661  0.156
H  -1.02999  -3.54782  -0.89494  0.144
H  -2.04390  -3.83003  -2.71547  0.146
H  -0.85494  -2.79143  -3.34666  0.115
H  -3.27569  -1.17678  -2.70040  0.094
H  -2.35447  -1.52382  -4.19562  -0.097
H  0.90595  -2.09595  -2.67342  0.119
H  0.86881  -3.58649  -1.82578  0.139
H  2.91063  -1.35447  -1.53828  -0.094
H  2.91414  -2.66616  -0.43170  0.064
H  5.10353  -4.03736  -4.25781  0.039
H  6.51529  -4.50381  -3.31155  0.043
H  6.33648  -2.83685  -3.88282  0.039
H  6.73100  -1.72355  -0.98499  -0.009
H  5.52509  -0.87080  -2.08626  -0.033
H  5.02665  -1.28704  -0.42388  0.026
H  5.71116  -4.15544  0.19623  0.047
H  4.35398  -5.17849  -0.31497  0.034
H  5.97142  -5.28833  -1.08612  0.044
H  -0.35737  0.03638  2.09892  0.120
H  2.63448  -2.03524  3.33949  0.101
H  3.67237  -2.80864  2.07787  0.067
H  4.13587  -1.29460  2.78783  0.094
H  3.07091  0.63416  2.53841  0.099
H  3.97723  0.43435  1.01783  0.088
H  2.30712  0.99116  1.00442  0.054
H  -3.16981  -1.53260  2.39804  0.139
H  -2.87057  -3.12792  3.04551  0.156
H  -5.93420  -4.42768  1.95812  0.096
H  -5.29965  -3.77616  3.50337  0.103
H  -4.37877  -4.97327  2.59651  0.084
Cl  -1.79848  -1.60681  -6.10535  -0.325
C  0.49595  4.01875  -0.28750  -0.080
C  2.02646  4.03843  -0.30379  -0.213
C  2.75112  4.30746  1.01242  -0.123
N  2.61069  5.67228  1.66138  -0.257
C  1.27093  5.79473  2.35494  -0.097
C  0.99196  7.19338  2.88288  -0.154
C  1.16337  8.23615  1.78636  -0.172
C  2.56904  8.15388  1.20649  -0.155
C  2.83395  6.76704  0.64639  -0.099
C  3.68834  5.73212  2.70576  0.029
H  0.07444  5.02344  -0.33421  0.077
H  0.12049  3.49097  -1.16234  0.067
H  0.10593  3.50940  0.59505  0.085
H  2.37695  4.71046  -1.08852  0.111
H  2.35528  3.03963  -0.61441  0.093
H  3.81930  4.18576  0.82888  0.135
H  2.45646  3.58064  1.77106  0.134
H  0.50318  5.53541  1.63288  0.111
H  1.25707  5.05445  3.15410  0.143
H  -0.02986  7.21664  3.26231  0.133
H  1.63719  7.42748  3.73258  0.120
H  0.97297  9.23332  2.17984  0.127
H  0.42827  8.06182  0.99379  0.126
H  3.30879  8.41934  1.96490  0.121
H  2.68481  8.87946  0.40116  0.132
H  3.85939  6.66600  0.29119  0.146
H  2.15048  6.58475  -0.18082  0.129
H  4.65359  5.65881  2.21189  0.117
H  3.54842  4.89720  3.38769  0.119
H  3.62218  6.66772  3.24795  0.101
F  8.05915  -1.25549  -0.74712  -0.595
B  -8.46346  -2.75775  1.21053  -1.245
F  -7.92588  -1.70666  0.41943  0.068
F  -9.81638  -2.53828  1.45456  0.108
F  -8.26850  -3.98677  0.54680  0.076
F  -7.74550  -2.79356  2.42929  0.069
Ca  3.48047  -0.30272  -2.56756  1.633

Properties
Calculated total energy, Ha: -7622.28659
Total charge: +1

---

Entry 2:
Density functional theory data (ωB97M-V with the def2-TZVPD basis set) for a structure of composition C34H33CeClN3O2S7Sb2 in a non-equilibrium geometry.

Last column: Löwdin charge in e.
Geometry (Å):
Ce  9.87886  10.09833  14.86922  0.141
Cl  10.46295  17.66030  16.96488  0.536
C  10.08557  15.95027  16.42784  -0.571
C  8.98905  15.31912  17.07585  -0.116
C  8.65618  14.05023  16.82119  -0.002
C  9.44245  13.22736  15.98014  -0.334
O  9.05891  12.06487  15.62072  -0.222
C  10.64666  13.82957  15.51654  -0.159
C  11.52282  13.10305  14.62866  -0.159
O  11.48476  11.84984  14.39664  -0.163
C  10.94338  15.21107  15.61180  -0.085
H  8.32499  15.89681  17.66217  0.095
H  7.84802  13.54013  17.41234  0.148
H  12.33026  13.66640  14.17848  0.103
H  11.72059  15.61663  14.98335  0.107
S  8.07757  8.07886  15.52036  0.087
S  8.22036  8.08786  13.45506  0.043
S  7.37432  9.95536  12.86289  0.042
S  8.95271  11.35191  12.45206  0.107
C  9.88333  17.14420  11.85479  -0.350
Sb  9.75206  15.10326  12.28047  1.337
C  7.83634  15.10264  13.10884  -0.323
C  8.94137  14.38848  10.43145  -0.339
C  9.75025  14.79311  9.21785  -0.299
C  9.50753  15.89971  8.36898  -0.073
C  10.14124  16.20646  7.20312  -0.099
C  11.23285  15.39221  6.82077  -0.089
C  11.54561  14.35633  7.64964  -0.048
C  10.81706  14.03105  8.88305  -0.288
C  11.37081  12.93194  9.74928  -0.330
Sb  13.34900  13.41662  10.70932  1.280
C  14.62278  12.72562  9.05392  -0.332
C  13.73562  15.45691  10.35898  -0.368
H  9.12893  17.38810  11.05200  0.022
H  10.82440  17.31662  11.29190  -0.006
H  9.84654  17.65472  12.80522  -0.008
H  7.82998  15.77121  13.98241  0.015
H  7.57575  14.07045  13.35311  0.000
H  7.11209  15.29480  12.38750  -0.024
H  7.96023  14.87631  10.39175  0.058
H  8.85033  13.32143  10.30412  0.028
H  8.61555  16.54358  8.64473  0.121
H  9.86389  17.08422  6.65361  0.091
H  11.67600  15.64866  5.92942  0.071
H  12.31696  13.65136  7.38218  0.080
H  11.53952  12.02029  9.08317  0.089
H  10.77061  12.61104  10.62687  -0.026
H  14.11370  12.78284  8.05282  0.000
H  14.77165  11.67185  9.18938  -0.027
H  15.42440  13.46150  9.07536  -0.012
H  13.69274  15.66602  9.35875  -0.045
H  14.71105  15.49864  10.85917  -0.012
H  12.98023  16.05702  11.03887  0.030
S  10.01995  4.88091  19.85123  0.560
C  9.88881  6.33524  19.08901  -1.116
S  11.20597  6.83948  18.11005  0.983
C  10.47622  8.39063  17.95470  -1.082
N  9.33086  8.48795  18.51631  0.023
N  8.95252  7.30878  19.11083  -0.138
C  7.77277  7.33894  19.87091  -0.203
C  7.81424  6.92626  21.21430  -0.028
C  6.77921  7.39929  22.01214  -0.075
C  5.69139  8.16680  21.50118  -0.086
C  5.64352  8.46782  20.15362  -0.090
C  6.71333  8.09278  19.36131  -0.018
S  11.35932  9.70532  17.15729  0.593
H  8.51211  6.19559  21.54849  0.047
H  6.71839  7.04286  23.04724  0.101
H  4.98081  8.53125  22.20392  0.084
H  4.83828  9.01459  19.71527  0.096
H  6.70964  8.42746  18.28008  0.113
N  15.35132  5.69261  11.46379  0.120
C  14.46703  6.16722  12.05141  -0.185
C  13.50178  7.09017  12.67779  -0.234
C  13.28576  8.33038  11.98919  -0.021
C  12.45354  9.23432  12.61338  -0.098
C  11.69616  8.92223  13.74593  -0.275
C  11.83180  7.64710  14.24137  -0.149
C  12.78461  6.73030  13.81006  -0.032
H  13.90349  8.64387  11.12753  0.118
H  12.24342  10.22304  12.26532  0.071
H  11.20248  7.42868  15.15188  0.070
H  12.99362  5.72010  14.20992  0.126

Properties
Energy relative to the best compared isomer or geometry (same formula, charge and spin), kcal/mol: 52.88
Total charge: -1

---

Entry 3:
Density functional theory data (ωB97M-V with the def2-TZVPD basis set) for a structure of composition C32H38BrFN6O6SiSn in a non-equilibrium geometry.

Last column: Löwdin charge in e.
Geometry (Å):
Sn  -0.13209  0.05134  0.56141  1.513
O  -0.55302  -2.39331  0.12000  -0.180
N  -1.55799  -2.89821  -0.40374  0.021
N  -2.15813  -2.23799  -1.31411  -0.100
O  -1.72191  -0.99606  -1.70499  -0.205
C  -3.42423  -2.67834  -1.81891  -0.184
C  -4.32422  -1.73407  -2.29062  -0.034
C  -5.58401  -2.14527  -2.69591  -0.060
C  -5.93891  -3.48389  -2.63251  -0.059
C  -5.02170  -4.41889  -2.17269  -0.056
C  -3.75875  -4.02669  -1.76553  -0.011
H  -4.04636  -0.68996  -2.32394  0.118
H  -6.29203  -1.40811  -3.04973  0.115
H  -6.92514  -3.79940  -2.94401  0.114
H  -5.28960  -5.46524  -2.11853  0.115
H  -3.04206  -4.75117  -1.40776  0.115
F  5.71820  -1.35549  -3.21023  0.058
C  5.69822  -1.21085  -1.86078  -0.177
C  4.50268  -0.92962  -1.26977  0.088
C  4.39545  -0.85674  0.12206  -0.044
C  3.09211  -0.59627  0.73100  -0.276
O  2.09918  -0.40568  -0.02188  -0.164
C  3.08147  -0.59924  2.15402  -0.013
C  4.25110  -0.79239  2.83471  0.063
N  5.44811  -1.02129  2.27135  0.024
C  6.60237  -1.25945  3.11619  -0.246
C  7.20678  -2.63456  3.13062  -0.094
C  6.45282  -2.13184  4.32250  -0.067
C  5.54946  -1.06605  0.89387  -0.107
C  6.77386  -1.30407  0.25944  0.071
C  6.88243  -1.39464  -1.11968  -0.133
N  8.13695  -1.63916  -1.69862  -0.084
C  8.47006  -1.30783  -3.06958  -0.124
C  8.36153  -2.51538  -4.00094  -0.080
N  9.21853  -3.62263  -3.45741  0.067
C  8.85761  -3.95443  -2.04021  -0.073
C  8.98929  -2.69104  -1.18465  -0.124
C  1.84566  -0.48101  3.02740  -0.570
O  1.93711  -0.79418  4.19289  0.101
O  0.76641  -0.02404  2.46479  -0.235
H  3.61709  -0.79030  -1.87428  0.139
H  4.21043  -0.77195  3.91522  0.154
H  7.26461  -0.40505  3.18671  0.160
H  8.28269  -2.72655  3.19316  0.109
H  6.72535  -3.39391  2.52762  0.114
H  7.00569  -1.85910  5.20918  0.118
H  5.48557  -2.57101  4.52480  0.117
H  7.66464  -1.39217  0.86302  0.118
H  9.50319  -0.93895  -3.08622  0.140
H  7.84041  -0.50824  -3.44200  0.139
H  8.69991  -2.26354  -5.00497  0.145
H  7.33637  -2.87431  -4.05187  0.131
H  10.19696  -3.32556  -3.48615  0.187
H  9.13803  -4.45149  -4.04652  0.189
H  9.51160  -4.74745  -1.68072  0.142
H  7.82651  -4.30585  -2.03197  0.146
H  10.03140  -2.35175  -1.18843  0.141
H  8.72405  -2.94086  -0.16175  0.126
O  -5.70363  4.24888  1.06985  0.115
C  -4.71144  3.36001  1.09769  -0.302
C  -4.85849  2.04049  1.52940  0.016
C  -3.75562  1.21562  1.50141  -0.124
N  -2.55169  1.60414  1.07292  -0.066
C  -2.43451  2.86079  0.67284  -0.736
Br  -0.69955  3.38660  0.09582  0.747
C  -3.45275  3.78238  0.66474  -0.026
H  -6.53054  3.88198  1.40118  0.129
H  -5.81328  1.67626  1.88607  0.124
H  -3.82239  0.18746  1.83955  0.121
H  -3.30318  4.80461  0.34837  0.125
C  0.69352  -1.08555  -5.29841  -0.174
Si  -0.94930  -0.70355  -4.45733  0.554
C  -1.37570  1.12330  -4.54802  -0.166
C  -2.32705  -1.83665  -5.05290  -0.159
C  -0.56325  -1.08538  -2.60558  -0.219
H  0.60971  -0.99512  -6.38285  0.037
H  1.03187  -2.10073  -5.08009  0.032
H  1.47433  -0.39468  -4.97240  0.029
H  -1.64679  1.42027  -5.56278  0.038
H  -0.52490  1.73690  -4.24421  0.034
H  -2.21553  1.37563  -3.89694  0.032
H  -2.31423  -1.90078  -6.14314  0.040
H  -3.31170  -1.47138  -4.76196  0.022
H  -2.22301  -2.85256  -4.66640  0.038
H  0.15424  -0.34327  -2.23783  0.049
H  -0.08919  -2.06274  -2.49673  0.095

Properties
Energy relative to the best compared isomer or geometry (same formula, charge and spin), kcal/mol: 34.24
Total charge: +2